No. 1
Density functional theory data (ωB97M-V/def2-TZVPD) for a cluster of 6 separate species, C30H63N8O8 in total.

XYZ file:
```
109
Properties=species:S:1:pos:R:3:forces:R:3:lowdin_charge:R:1
C 4.869 -0.276 2.850 0.2 0.4 -0.7 0.01
C 4.208 0.974 2.298 0.0 -0.5 0.4 -0.46
O 4.605 2.050 2.661 0.0 0.4 -0.2 0.11
N 3.195 0.804 1.283 0.5 0.4 0.2 -0.05
C 3.493 1.726 0.166 -0.3 -0.6 -0.6 -0.05
C 1.808 0.960 1.791 -0.5 0.1 0.3 -0.36
C 1.655 2.340 2.502 -0.2 -0.5 -0.2 -0.12
C 0.238 2.822 2.745 0.2 0.8 0.5 -0.12
C 0.270 4.129 3.550 -0.5 -0.3 -0.1 -0.49
N -0.951 4.451 4.248 0.1 -0.1 -0.3 0.10
O 1.231 4.837 3.627 0.2 0.1 0.2 0.11
C 1.455 -0.091 2.862 -0.2 -0.1 -0.8 -0.06
C 1.155 -1.523 2.391 -0.5 -1.1 1.2 -0.44
C 2.404 -2.355 2.141 0.2 0.5 0.5 -0.05
C 0.399 -2.222 3.565 -0.4 0.6 -0.6 -0.01
N 0.258 -1.573 1.183 2.1 1.1 -1.1 -0.07
O 0.861 -2.114 0.169 -0.7 -0.5 0.3 -0.02
C -0.304 -0.255 0.774 -1.1 0.3 -0.7 -0.44
C -1.471 0.176 1.680 0.1 -1.0 0.0 -0.02
C -0.939 -0.438 -0.624 0.3 0.4 0.4 -0.03
C 0.823 0.786 0.604 0.0 -0.3 0.3 -0.04
H 4.997 -0.992 2.046 -0.2 -0.3 0.1 0.08
H 5.859 0.024 3.175 0.0 0.0 0.3 0.08
H 4.310 -0.704 3.671 -0.1 -0.2 0.1 0.07
H 2.769 2.530 0.061 0.0 0.3 0.2 0.09
H 3.447 1.159 -0.764 0.0 0.0 0.0 0.07
H 4.493 2.133 0.228 0.1 0.2 0.2 0.09
H 2.125 2.224 3.478 0.2 0.2 0.1 0.11
H 2.193 3.127 1.987 0.2 0.0 -0.1 0.12
H -0.306 3.065 1.832 0.0 -0.1 -0.2 0.12
H -0.379 2.138 3.320 0.0 -0.2 0.0 0.09
H -1.726 4.052 3.725 -0.1 -0.1 0.0 0.08
H -0.940 3.915 5.114 0.0 0.2 0.2 0.07
H 2.202 -0.164 3.649 0.2 0.1 0.0 0.12
H 0.554 0.276 3.343 0.0 0.1 0.2 0.09
H 2.923 -2.398 3.101 0.1 -0.1 0.1 0.08
H 2.155 -3.374 1.875 0.0 -0.1 -0.3 0.09
H 3.080 -1.889 1.438 -0.1 -0.1 -0.4 0.07
H -0.666 -2.167 3.349 -0.1 -0.2 0.1 0.08
H 0.535 -1.692 4.504 0.3 -0.1 0.2 0.08
H 0.681 -3.265 3.650 0.0 -0.1 0.1 0.08
H -1.341 -0.150 2.710 0.0 0.4 0.2 0.07
H -2.363 -0.337 1.324 0.0 0.0 0.1 0.05
H -1.662 1.238 1.606 0.1 0.2 0.1 0.08
H -1.657 0.369 -0.752 -0.2 0.0 -0.1 0.09
H -0.207 -0.350 -1.419 0.1 -0.2 -0.1 0.06
H -1.448 -1.392 -0.664 -0.2 -0.1 -0.1 0.09
H 1.351 0.497 -0.299 0.3 -0.1 0.1 0.11
H 0.331 1.724 0.360 0.0 0.2 0.0 0.12
C -0.056 -0.183 -5.134 -0.1 0.1 0.0 -0.34
O 0.624 0.437 -4.334 0.0 0.1 0.0 0.00
N -0.242 -1.512 -5.098 -0.1 -0.2 -0.1 -0.19
C -1.078 -2.201 -6.062 0.2 0.1 0.3 -0.06
C 0.425 -2.266 -4.049 0.1 0.2 0.1 -0.03
H -0.588 0.309 -5.965 0.0 0.0 0.0 0.14
H -1.892 -2.713 -5.541 0.0 0.0 -0.1 0.09
H -0.480 -2.938 -6.605 -0.1 0.0 -0.1 0.09
H -1.502 -1.501 -6.776 0.1 0.0 0.1 0.05
H 0.113 -1.905 -3.069 0.0 -0.1 0.0 0.07
H 1.505 -2.135 -4.129 0.0 0.0 0.1 0.10
H 0.181 -3.322 -4.136 -0.1 0.0 -0.1 0.09
C 0.549 1.640 6.398 0.0 0.0 -0.3 -0.36
O -0.486 1.111 6.028 -0.1 0.0 0.0 0.00
N 1.004 1.645 7.659 0.1 0.0 0.1 -0.19
C 2.248 2.298 8.025 -0.1 -0.1 0.1 -0.05
C 0.223 0.973 8.684 -0.1 0.0 -0.2 -0.04
H 1.211 2.173 5.692 0.1 0.0 0.1 0.13
H 2.942 1.570 8.449 0.1 0.1 0.0 0.09
H 2.057 3.079 8.764 0.1 0.0 0.0 0.09
H 2.705 2.750 7.147 0.0 0.0 0.0 0.09
H 0.108 -0.083 8.434 0.0 0.0 0.0 0.09
H -0.771 1.416 8.747 0.0 0.0 0.0 0.09
H 0.724 1.067 9.643 0.0 0.0 0.0 0.09
C -5.426 -1.302 0.823 0.0 0.0 -0.1 -0.34
O -4.213 -1.299 0.731 -0.1 -0.1 0.0 0.01
N -6.099 -1.068 1.963 -0.2 0.0 0.1 -0.20
C -7.547 -1.082 2.024 0.2 0.0 0.1 -0.06
C -5.338 -0.791 3.171 0.1 0.0 -0.2 -0.03
H -6.083 -1.501 -0.040 0.0 0.0 0.0 0.13
H -7.920 -0.109 2.351 -0.1 0.0 0.0 0.09
H -7.886 -1.845 2.727 -0.1 0.0 0.0 0.09
H -7.959 -1.303 1.042 0.0 0.0 0.0 0.08
H -4.716 0.093 3.027 0.0 0.0 0.1 0.09
H -4.683 -1.632 3.401 0.0 0.0 0.0 0.09
H -6.020 -0.624 4.001 0.0 0.0 0.0 0.09
C 5.477 1.383 -4.658 0.1 0.0 0.0 -0.37
O 5.128 0.249 -4.919 0.0 0.0 0.0 0.01
N 4.704 2.311 -4.064 0.0 0.2 0.1 -0.19
C 5.189 3.646 -3.781 -0.2 -0.1 0.0 -0.06
C 3.338 1.960 -3.695 0.2 -0.1 -0.1 -0.04
H 6.490 1.755 -4.895 0.0 0.0 0.0 0.13
H 5.146 3.842 -2.707 0.0 0.1 0.0 0.08
H 4.575 4.387 -4.299 0.1 0.1 0.0 0.09
H 6.219 3.748 -4.116 0.0 0.0 0.0 0.08
H 3.348 1.121 -2.999 -0.1 0.0 -0.1 0.08
H 2.772 1.658 -4.573 -0.1 0.0 0.1 0.07
H 2.855 2.815 -3.228 0.0 0.0 0.0 0.09
C -2.918 -2.806 -8.993 0.1 0.0 -0.1 -0.35
O -2.674 -1.696 -8.557 -0.2 0.0 -0.2 0.00
N -4.142 -3.363 -9.019 -0.1 -0.1 0.0 -0.20
C -4.374 -4.692 -9.549 -0.1 0.2 0.1 -0.06
C -5.263 -2.600 -8.496 0.2 0.1 0.0 -0.04
H -2.134 -3.460 -9.410 0.0 0.0 0.0 0.14
H -5.073 -4.645 -10.387 0.0 -0.1 0.0 0.09
H -4.792 -5.338 -8.775 0.0 -0.1 -0.1 0.09
H -3.438 -5.123 -9.898 0.0 0.0 0.0 0.08
H -5.370 -1.666 -9.050 0.0 0.0 0.0 0.09
H -5.092 -2.354 -7.448 -0.1 0.0 0.0 0.09
H -6.175 -3.184 -8.589 0.0 0.0 0.0 0.09
```
Positions in Å, forces in eV/Å.

Computed properties:
⟨S²⟩: 0.754
E in eV: -60430.39151
Net charge: 0
Frontier orbital gap (alpha / beta) in Eh: 0.317 / 0.337
Multiplicity: 2


No. 2
Density functional theory data (ωB97M-V/def2-TZVPD) for a cluster of 6 separate species, C30H63O8P in total.

XYZ file:
```
102
Properties=species:S:1:pos:R:3:forces:R:3:lowdin_charge:R:1
C -2.709 4.854 -0.003 0.0 0.1 -0.1 -0.06
C -1.910 4.361 1.196 -0.1 -0.2 0.3 -0.27
O -0.968 5.341 1.614 0.0 0.2 -0.1 -0.15
C 0.282 4.819 2.004 -0.1 -0.1 0.0 -0.20
C 1.077 4.342 0.794 0.0 0.2 0.0 -0.24
O 2.448 4.273 1.171 0.3 0.0 0.2 -0.41
P 3.545 3.475 0.287 -0.2 0.0 0.0 0.89
O 2.896 1.958 0.339 -0.1 -0.2 -0.4 -0.43
C 3.650 0.949 -0.366 0.1 -0.1 0.4 -0.25
C 2.857 0.164 -1.410 -0.1 0.0 0.0 -0.33
C 1.832 -0.758 -0.727 0.1 -0.1 0.1 -0.05
C 2.238 1.033 -2.530 0.1 0.2 0.0 -0.37
C 2.301 0.331 -3.906 -0.1 -0.1 0.0 -0.05
C 0.802 1.475 -2.223 0.0 0.2 0.0 -0.07
H -3.707 5.200 0.272 0.1 0.0 0.0 0.07
H -2.181 5.693 -0.463 0.0 -0.1 0.0 0.08
H -2.813 4.069 -0.755 -0.1 0.0 0.0 0.07
H -2.570 4.150 2.046 0.0 -0.1 -0.1 0.12
H -1.394 3.424 0.961 0.0 0.1 -0.1 0.11
H 0.158 4.002 2.727 0.1 0.0 0.0 0.13
H 0.829 5.624 2.497 0.0 0.0 -0.1 0.13
H 0.749 3.367 0.450 -0.1 -0.2 -0.1 0.09
H 0.957 5.065 -0.022 0.0 0.0 0.1 0.13
H 3.032 3.838 -1.005 0.0 0.0 -0.1 -0.03
H 4.545 1.402 -0.814 -0.1 0.0 -0.1 0.10
H 3.997 0.248 0.403 0.1 0.0 -0.1 0.12
H 3.616 -0.469 -1.885 0.0 0.0 0.0 0.13
H 1.432 -0.292 0.179 0.0 0.0 -0.1 0.07
H 0.988 -0.988 -1.378 0.1 0.0 0.0 0.06
H 2.291 -1.708 -0.436 0.0 0.1 0.0 0.08
H 2.853 1.940 -2.599 0.0 -0.1 0.1 0.11
H 1.319 0.304 -4.388 0.1 0.0 0.1 0.07
H 2.983 0.838 -4.592 0.0 -0.1 0.1 0.07
H 2.640 -0.705 -3.810 0.0 0.1 0.0 0.07
H 0.584 2.437 -2.699 0.0 -0.1 0.0 0.09
H 0.069 0.763 -2.603 0.1 0.0 0.0 0.04
H 0.637 1.590 -1.154 0.0 0.1 0.1 0.06
C -3.091 -1.779 -2.928 0.0 0.0 0.0 -0.16
C -3.425 -1.716 -4.417 0.0 0.0 0.0 -0.16
C -2.715 -0.435 -4.832 0.0 0.1 0.0 -0.20
O -1.564 -0.317 -3.991 0.0 -0.1 0.1 -0.16
C -1.664 -1.251 -2.908 0.0 0.0 0.0 -0.21
H -3.167 -2.772 -2.490 0.0 0.0 0.0 0.09
H -3.747 -1.109 -2.366 0.0 0.0 0.0 0.11
H -2.994 -2.574 -4.938 0.0 0.0 0.0 0.11
H -4.494 -1.684 -4.628 0.0 0.0 0.0 0.11
H -3.358 0.438 -4.678 0.0 0.0 0.0 0.10
H -2.387 -0.443 -5.872 0.0 0.0 0.0 0.12
H -0.938 -2.056 -3.066 0.0 0.0 0.0 0.12
H -1.415 -0.741 -1.976 0.0 0.0 0.0 0.11
C -3.415 -5.518 1.453 0.0 0.0 0.0 -0.17
C -4.041 -6.313 0.307 0.0 0.0 0.0 -0.17
C -4.143 -5.250 -0.780 0.0 0.0 0.0 -0.21
O -3.042 -4.364 -0.571 0.0 0.0 0.0 -0.16
C -2.442 -4.618 0.701 0.0 0.0 0.0 -0.20
H -2.918 -6.140 2.196 0.0 0.0 0.0 0.11
H -4.174 -4.920 1.959 0.0 0.0 0.0 0.11
H -3.372 -7.116 -0.008 0.0 0.0 0.0 0.11
H -5.007 -6.751 0.555 0.0 0.0 0.0 0.11
H -5.079 -4.687 -0.696 0.0 0.0 0.0 0.12
H -4.075 -5.658 -1.789 0.0 0.0 0.0 0.12
H -1.478 -5.114 0.552 0.0 0.0 0.0 0.12
H -2.265 -3.664 1.198 0.0 0.0 0.0 0.12
C -7.723 2.433 -5.472 0.0 0.0 0.0 -0.17
C -6.577 2.653 -4.485 0.0 0.0 0.0 -0.17
C -6.373 1.244 -3.943 0.1 0.0 0.0 -0.21
O -6.706 0.354 -5.008 0.0 -0.1 0.0 -0.15
C -7.364 1.071 -6.053 0.0 0.0 0.0 -0.21
H -7.798 3.206 -6.235 0.0 0.0 0.0 0.11
H -8.676 2.382 -4.941 0.0 0.0 0.0 0.11
H -5.683 2.991 -5.014 0.0 0.0 0.0 0.11
H -6.803 3.375 -3.702 0.0 0.0 0.0 0.11
H -7.029 1.048 -3.089 0.0 0.0 0.0 0.12
H -5.343 1.049 -3.638 0.0 0.0 0.0 0.10
H -6.684 1.173 -6.906 0.0 0.0 0.0 0.12
H -8.234 0.496 -6.374 0.0 0.0 0.0 0.12
C 3.472 0.059 4.480 0.0 0.0 0.0 -0.17
C 2.256 0.457 3.645 0.0 0.0 0.0 -0.16
C 1.714 -0.908 3.240 0.0 0.0 0.0 -0.21
O 2.029 -1.800 4.311 0.0 0.0 0.0 -0.14
C 2.956 -1.176 5.202 0.0 0.0 0.0 -0.20
H 3.805 0.836 5.167 0.0 0.0 0.0 0.11
H 4.315 -0.200 3.840 0.0 0.0 0.0 0.10
H 1.527 0.989 4.260 0.0 0.0 0.0 0.11
H 2.499 1.081 2.785 0.0 0.0 0.0 0.09
H 2.195 -1.266 2.322 0.0 0.0 0.0 0.10
H 0.633 -0.917 3.085 0.0 0.0 0.0 0.12
H 2.436 -0.908 6.129 0.0 0.0 0.0 0.12
H 3.744 -1.891 5.442 0.0 0.0 0.0 0.10
C 7.914 -1.168 6.984 0.0 0.0 0.0 -0.17
C 8.204 -2.226 5.919 0.0 0.0 0.0 -0.17
C 6.994 -2.075 5.005 0.0 0.0 0.0 -0.21
O 6.620 -0.699 5.068 0.0 0.0 0.0 -0.16
C 7.302 -0.054 6.143 0.0 0.0 0.0 -0.20
H 8.798 -0.843 7.529 0.0 0.0 0.0 0.11
H 7.186 -1.546 7.704 0.0 0.0 0.0 0.11
H 9.122 -1.981 5.381 0.0 0.0 0.0 0.11
H 8.302 -3.234 6.319 0.0 0.0 0.0 0.11
H 6.159 -2.694 5.350 0.0 0.0 0.0 0.11
H 7.204 -2.331 3.965 0.0 0.0 0.0 0.12
H 8.076 0.606 5.736 0.0 0.0 0.0 0.12
H 6.585 0.557 6.693 0.0 0.0 0.0 0.12
```
Positions in Å, forces in eV/Å.

Computed properties:
SMILES: CCOCCOPOC[C@@H](C)C(C)C.C1CCOC1.C1CCOC1.C1CCOC1.C1CCOC1.C1CCOC1
E in eV: -57798.06874
Net charge: 0
Frontier orbital gap in Eh: 0.347
Multiplicity: 1